i.
Below is one molecule with the formula C4H7I2N, with properties calculated with wB97M-V/def2-TZVPD.

orbital gap (alpha / beta): 7.27 / 6.81 eV

Structure (ORCA input):
```
! RIJCOSX wB97M-V def2-TZVPD def2/J DEFGRID3
* xyz 0 1
C 0.90447 -0.03796 0.39070
C 0.21014 -0.01512 -0.78160
C 1.71652 -1.17113 0.77045
C -0.62803 1.11729 -1.15187
N -2.74550 2.22047 1.12895
I -2.59537 -1.69820 0.57040
I -2.84064 1.03718 -0.27335
H 0.90317 0.72313 1.16360
H 0.20443 -0.84435 -1.59897
H 1.37025 -1.72271 1.57934
H 2.74445 -0.97364 1.17452
H 1.85713 -1.88657 0.08951
H -0.23815 2.02725 -0.83784
H -0.86288 1.22436 -2.22384
*
```



ii.
Below is a 2-piece molecular cluster, C4H7I2N overall, with properties calculated with wB97M-V/def2-TZVPD.

orbital gap (alpha / beta): 6.67 / 6.67 eV

Structure (ORCA input):
```
! RIJCOSX wB97M-V def2-TZVPD def2/J DEFGRID3
* xyz 0 1
C -0.17753 -0.25937 -0.57570
C -0.88381 -0.39038 0.80671
C 0.69795 -1.44194 -0.86233
C -1.70612 0.52279 1.29672
N 1.11124 1.04886 -1.60730
I 2.76488 2.51860 1.50934
I 1.10349 2.73103 -0.79619
H -0.90928 -0.02982 -1.33633
H -0.64018 -1.29577 1.33771
H 1.11645 -1.36935 -1.86196
H 0.12236 -2.36724 -0.78593
H 1.51515 -1.48618 -0.14469
H -1.88892 1.45498 0.79109
H -2.22569 0.36379 2.22886
*
```



Least stable of them? i.



i.
Below is one molecule with the formula C9H19N3O3, with properties calculated with wB97M-V/def2-TZVPD.

orbital gap: 9.41 eV

Structure (ORCA input):
```
! RIJCOSX wB97M-V def2-TZVPD def2/J DEFGRID3
* xyz 0 1
C -2.74786 -0.73131 1.12448
C -2.92145 0.30777 -0.17747
N -4.17046 0.36963 -0.92431
C -1.63354 -0.17416 -0.98924
O -1.94420 -0.98928 -1.83819
N -0.39310 0.15907 -0.72160
C 0.04503 1.28365 -0.03448
C 0.41934 0.98111 1.43570
C 1.08910 -0.42626 1.64389
C 2.31432 -0.72271 0.70309
C 2.20336 -1.81309 -0.41153
N 3.35017 -1.68029 -1.33771
C 1.21970 1.83378 -0.89017
O 1.61237 1.26153 -1.91663
O 1.80109 2.97567 -0.43753
H -2.94266 -1.72965 0.67143
H -3.42813 -0.51004 1.96623
H -1.67666 -0.71223 1.42288
H -2.89894 1.26476 0.37530
H -3.97378 0.89796 -1.86247
H -4.19438 -0.52909 -1.38413
H 0.33182 -0.16509 -1.38108
H -0.59853 2.08795 -0.07367
H -0.51889 1.01684 2.03419
H 1.08401 1.81573 1.82583
H 1.33789 -0.62399 2.62140
H 0.25705 -1.15410 1.43903
H 3.15917 -0.82157 1.36401
H 2.58374 0.03682 0.11809
H 2.05397 -2.80329 -0.05883
H 1.28714 -1.43051 -1.00898
H 3.08336 -2.04935 -2.25395
H 3.29363 -0.59803 -1.42194
H 1.51634 3.37177 0.37837
*
```



ii.
Below is one molecule with the formula C9H19N3O3, with properties calculated with wB97M-V/def2-TZVPD.

orbital gap: 9.52 eV

Structure (ORCA input):
```
! RIJCOSX wB97M-V def2-TZVPD def2/J DEFGRID3
* xyz 0 1
C -0.80810 2.76847 1.98287
C -0.81201 1.49991 1.10020
N -2.27758 1.17999 1.10021
C -0.04567 0.34447 1.58498
O -0.52385 -0.43549 2.36033
N 1.28521 0.26064 1.27105
C 1.89347 0.33238 -0.02978
C 1.35142 -0.79094 -0.96878
C 0.95414 -2.24943 -0.38912
C -0.23476 -2.84490 -1.19108
C -1.21453 -1.92127 -2.02894
N -1.89407 -1.07164 -1.17609
C 2.10762 1.79034 -0.54080
O 2.21761 1.96095 -1.74597
O 1.92270 2.71176 0.44468
H -1.64147 3.38210 1.81130
H 0.08071 3.35187 1.78031
H -0.69656 2.57382 3.10811
H -0.47665 1.81295 0.04763
H -2.86366 1.93759 0.73811
H -2.50415 0.31678 0.57875
H 1.82147 -0.01621 2.12269
H 2.89419 -0.10898 0.05246
H 0.40736 -0.39085 -1.42245
H 1.94411 -0.87015 -1.87328
H 0.98535 -2.34920 0.71655
H 1.70726 -2.96818 -0.67010
H 0.17516 -3.62241 -1.88760
H -0.78801 -3.55152 -0.48880
H -0.50027 -1.32651 -2.72201
H -1.83778 -2.61495 -2.61138
H -2.94102 -1.23519 -0.99669
H -1.76675 -0.09015 -1.35417
H 2.07910 2.23396 1.29681
*
```



Least stable of them? ii.



i.
Below is one molecule with the formula C8H16N2S2, with properties calculated with wB97M-V/def2-TZVPD.

orbital gap: 9.02 eV

Structure (ORCA input):
```
! RIJCOSX wB97M-V def2-TZVPD def2/J DEFGRID3
* xyz 0 1
S -3.16342 1.64816 0.01639
C -2.37077 0.23655 0.19114
S -3.03658 -1.07138 -0.78168
N -1.32588 0.03527 1.01267
C -0.57752 -1.20616 1.22578
C 0.52779 -1.49792 0.17129
N 1.60311 -0.54345 0.21255
C 1.23982 0.83772 -0.20825
C 2.52624 1.58724 -0.55178
C 3.75300 1.10476 0.24979
C 4.07759 -0.36791 -0.11701
C 2.76659 -1.06202 -0.49483
H -2.15626 -2.03583 -0.56874
H -1.08185 0.88607 1.54191
H -0.08265 -1.12348 2.21367
H -1.32436 -2.02238 1.25642
H 0.89791 -2.54208 0.41358
H 0.06894 -1.49550 -0.88022
H 0.54564 0.88991 -1.09884
H 0.76690 1.32811 0.64715
H 2.28640 2.66613 -0.40949
H 2.77016 1.48584 -1.62626
H 3.53648 1.19236 1.35475
H 4.63084 1.81326 0.13958
H 4.50494 -0.87323 0.72831
H 4.75344 -0.46262 -0.94569
H 2.62636 -1.03479 -1.59070
H 2.86002 -2.13646 -0.30406
*
```



ii.
Below is one molecule with the formula C8H16N2S2, with properties calculated with wB97M-V/def2-TZVPD.

orbital gap: 7.60 eV

Structure (ORCA input):
```
! RIJCOSX wB97M-V def2-TZVPD def2/J DEFGRID3
* xyz 0 1
C -3.02766 -2.15944 -2.14461
C -1.55711 -1.73678 -2.20454
C -1.17927 -1.13067 -3.59235
N -1.35880 -0.80449 -1.09784
C -0.19432 -0.74021 -0.31553
S 1.06309 -1.85652 -0.48806
C -0.04009 0.39728 0.64495
S -1.34804 1.35972 1.02208
N 1.17889 0.58876 1.31448
C 1.46260 1.52141 2.41494
C 2.35338 0.87563 3.50312
C 2.12357 2.77799 1.85367
H -3.22602 -3.04124 -2.78611
H -3.66309 -1.32214 -2.53004
H -3.28769 -2.45532 -1.12540
H -0.95495 -2.62881 -2.11679
H -1.73722 -0.19411 -3.76925
H -1.45104 -1.75834 -4.43348
H -0.10780 -0.88063 -3.62880
H -2.13160 -0.12217 -0.90754
H 1.92358 0.00147 1.02827
H 0.49901 1.84645 2.87277
H 3.36960 0.69116 3.09077
H 2.46847 1.54972 4.37516
H 1.91993 -0.05833 3.87200
H 2.16110 3.56907 2.63132
H 1.60712 3.14230 0.96980
H 3.13436 2.56822 1.54703
*
```



Least stable of them? i.



i.
Below is C5H3CuO6 as an isolated structure, with properties calculated with wB97M-V/def2-TZVPD.

orbital gap (alpha / beta): 7.91 / 9.21 eV
⟨S²⟩: 0.75

Structure (ORCA input):
```
! RIJCOSX wB97M-V def2-TZVPD def2/J DEFGRID3
* xyz 1 2
O 0.02286 2.82683 -3.13977
C -0.10395 2.11914 -2.25675
Cu 0.20906 -0.19313 0.59133
O 0.05688 2.68419 1.91208
C 0.21260 1.84098 1.14911
C 0.16199 -1.39785 -1.00717
O -0.00477 -2.57358 -1.11003
C 1.97763 0.00923 -0.13402
O 3.10853 0.00985 -0.36190
C -1.86531 0.12882 -0.18734
O -3.01389 0.10340 -0.21819
H 0.27157 -0.62657 -1.84761
O 0.00487 -1.47888 2.13152
H -0.33999 -2.31142 1.76077
H -0.69810 -1.14103 2.71798
*
```



ii.
Below is C5H3CuO6 as an isolated structure, with properties calculated with wB97M-V/def2-TZVPD.

orbital gap (alpha / beta): 7.83 / 9.18 eV
⟨S²⟩: 0.76

Structure (ORCA input):
```
! RIJCOSX wB97M-V def2-TZVPD def2/J DEFGRID3
* xyz 1 2
O 2.32199 -0.99910 1.87943
C 1.45967 -0.62554 1.21254
Cu 0.08993 -0.06479 0.01064
O -1.99494 0.32237 2.42169
C -1.23007 0.18546 1.57448
C 1.38563 -0.20744 -1.76628
O 1.00587 0.15709 -2.82025
C -0.40331 -1.90263 -0.46431
O -0.69878 -2.98963 -0.69002
C 0.80297 1.82982 0.03647
O 1.20078 2.89918 0.08904
H 2.36144 -0.70273 -1.32192
O -1.63302 0.69264 -1.37645
H -1.04125 1.12805 -2.04243
H -2.01007 1.35338 -0.74228
*
```



Least stable of them? ii.



i.
Below is C4H4Cl12 as an isolated structure, with properties calculated with wB97M-V/def2-TZVPD.

orbital gap: 8.64 eV

Structure (ORCA input):
```
! RIJCOSX wB97M-V def2-TZVPD def2/J DEFGRID3
* xyz 0 1
C -2.54349 0.36271 -0.06180
Cl -2.69850 2.06585 -0.40899
Cl -4.09386 -0.52694 -0.21144
Cl -2.03421 0.14828 1.62929
H -1.72711 -0.11603 -0.60256
C 0.19227 -2.05038 1.03131
Cl -1.01227 -1.80576 2.31785
Cl -0.62433 -2.64073 -0.40968
Cl 1.34378 -3.30550 1.59997
H 0.67645 -1.07672 0.95600
C 0.00795 1.65660 0.15006
Cl 1.35016 2.57304 0.84081
Cl -0.09187 -0.12549 0.46781
Cl 0.09619 1.75905 -1.58943
H -0.94484 2.08883 0.45575
C 2.27434 0.27279 -1.22353
Cl 3.35382 1.45411 -0.49516
Cl 2.04223 -1.14196 -0.15179
Cl 3.10120 -0.30431 -2.74405
H 1.33209 0.71257 -1.55043
*
```



ii.
Below is C4H4Cl12 as an isolated structure, with properties calculated with wB97M-V/def2-TZVPD.

orbital gap: 9.14 eV

Structure (ORCA input):
```
! RIJCOSX wB97M-V def2-TZVPD def2/J DEFGRID3
* xyz 0 1
C -3.23297 0.26990 9.08055
Cl -3.94516 0.94057 10.58905
Cl -4.17196 0.77644 7.62973
Cl -3.17565 -1.48649 9.05460
H -2.22793 0.68946 9.03627
C -0.95566 2.65749 7.89742
Cl -2.55531 2.17564 8.47564
Cl 0.22343 1.29221 8.08201
Cl -0.46005 4.11118 8.78052
H -0.92510 2.94652 6.84688
C -0.50259 2.00802 11.28500
Cl -1.11703 3.67420 11.45830
Cl -1.73880 1.08430 10.30311
Cl -0.16375 1.18539 12.83520
H 0.39353 2.00539 10.66445
C -5.00096 -2.31133 10.61485
Cl -5.00031 -1.15583 11.94247
Cl -6.05227 -1.73314 9.29924
Cl -5.65879 -3.88369 11.22485
H -3.98716 -2.44371 10.23698
*
```



Least stable of them? i.



i.
Below is a 2-piece molecular cluster, CH2N2O2S overall, with properties calculated with wB97M-V/def2-TZVPD.

orbital gap: 9.12 eV

Structure (ORCA input):
```
! RIJCOSX wB97M-V def2-TZVPD def2/J DEFGRID3
* xyz 0 1
N 0.05048 1.67629 -0.68163
C -0.61905 0.68747 -0.99198
S -1.77397 -0.35711 -1.34691
H 0.90390 2.15283 -0.39034
O 0.30252 -2.37762 0.01485
N 0.40581 -1.16543 0.18116
O 0.21709 -0.76094 1.60464
H 0.51322 0.14451 1.61021
*
```



ii.
Below is CH2N2O2S as an isolated structure, with properties calculated with wB97M-V/def2-TZVPD.

orbital gap: 9.44 eV

Structure (ORCA input):
```
! RIJCOSX wB97M-V def2-TZVPD def2/J DEFGRID3
* xyz 0 1
C 1.32777 -0.36550 0.29957
N 0.24577 -0.92150 -0.01956
N -0.71100 -1.38460 -0.45579
O -0.53036 1.45202 -0.83128
O -2.21206 0.63994 0.81108
S -1.75446 0.71208 -0.54837
H 1.63578 -0.00769 1.22446
H 1.99857 -0.12476 -0.48011
*
```



Least stable of them? i.



i.
Below is one molecule with the formula C3H6OS2, with properties calculated with wB97M-V/def2-TZVPD.

orbital gap: 9.76 eV

Structure (ORCA input):
```
! RIJCOSX wB97M-V def2-TZVPD def2/J DEFGRID3
* xyz 0 1
O 0.17000 1.44710 -1.12244
C 0.09651 1.03572 0.21656
C -0.65343 -0.18899 0.67759
S -1.70617 -1.12165 -0.40949
C 0.80948 -0.18774 0.69945
S 1.76616 -1.17100 -0.43677
H 0.57253 0.49060 -1.69796
H 0.18899 2.00512 0.71735
H -1.12093 -0.18470 1.70114
H -2.13897 0.01360 -1.21973
H 1.16594 -0.14202 1.76112
H 0.84990 -1.99602 -0.88681
*
```



ii.
Below is one molecule with the formula C3H6OS2, with properties calculated with wB97M-V/def2-TZVPD.

orbital gap: 8.59 eV

Structure (ORCA input):
```
! RIJCOSX wB97M-V def2-TZVPD def2/J DEFGRID3
* xyz 0 1
C 0.09060 1.17133 0.52963
C 0.23211 -0.32163 0.42455
O -0.29139 -0.86295 1.51330
C -0.34845 -0.85443 -0.86055
S -1.94643 -1.43048 -1.01425
S 0.57650 -0.70808 -2.29222
H -1.04785 1.43860 0.32558
H 0.36706 1.46717 1.56829
H 0.76847 1.70994 -0.16991
H 1.28261 -0.55951 0.27027
H -1.24677 -1.11780 1.38450
H 1.56354 0.06784 -1.67916
*
```



Least stable of them? i.